Record 1
# C6H14N2P4

An isolated ion of composition C6H14N2P4 and charge +2 in a non-equilibrium geometry (ωB97M-V/def2-TZVPD, the OMol25 dataset).

For the energy relative to the best compared isomer or geometry (same formula, charge and spin), the calculation gives 285.2 kJ/mol. As for the multiplicity: 1. The calculation puts the LUMO energy (alpha / beta) at -8.665 / -9.024 eV. The charge is +2. The HOMO energy (alpha / beta) is -0.5629 / -0.5457 hartree. For the maximum force, the calculation gives 4.08 eV Å⁻¹.

Structure (XYZ):
```
26
C6H14N2P4 | the OMol25 dataset | ωB97M-V/def2-TZVPD
C -2.00 1.56 0.62
C 2.81 -0.72 -0.35
C -2.49 -0.50 -0.31
C 0.96 -2.14 0.27
C -0.33 0.51 -0.77
C 0.73 0.26 0.34
N -1.65 0.55 -0.20
N 1.53 -0.94 0.17
P -3.87 -0.76 -1.21
P -0.47 -2.53 1.25
P -0.96 2.96 1.08
P 3.73 0.84 -0.47
H -2.97 1.25 1.06
H 3.40 -1.54 -0.35
H -1.70 -2.04 0.41
H 1.77 -2.81 0.03
H -0.35 1.53 -1.36
H -0.13 -0.20 -1.45
H 0.35 0.02 1.40
H 1.22 1.23 0.53
H -4.49 -1.69 -0.41
H -0.57 -3.87 1.07
H -0.53 3.34 -0.28
H -2.20 3.75 1.49
H 4.97 0.50 -0.98
H 3.26 1.44 -1.57
```

Record 2
# C6H14N2S

A single C6H14N2S molecule in a non-equilibrium geometry (ωB97M-V/def2-TZVPD, the OMol25 dataset).

For the energy relative to the best compared isomer or geometry (same formula, charge and spin), the calculation gives 233.9 kJ/mol. As for the multiplicity: 1. The calculation puts the LUMO energy (alpha / beta) at 0.454 / 0.544 eV. The HOMO energy (alpha / beta) is -0.2458 / -0.2513 hartree. For the maximum force, the calculation gives 4.06 eV Å⁻¹.

Structure (XYZ):
```
23
C6H14N2S | the OMol25 dataset | ωB97M-V/def2-TZVPD
C -0.35 1.75 -0.04
C 0.17 0.87 -1.25
C -1.73 1.27 0.52
C 0.76 -0.39 -0.80
C -1.61 0.12 1.39
C 2.66 -1.62 0.48
N -2.23 -1.29 -0.97
N 2.14 -0.41 -0.30
S -1.30 -1.36 0.36
H 0.42 1.82 0.82
H -0.45 2.82 -0.36
H -0.53 0.74 -2.02
H 0.97 1.32 -1.88
H -2.21 2.12 0.98
H -2.35 0.91 -0.34
H 0.57 -1.23 -1.56
H 2.27 0.53 0.11
H -0.71 0.15 2.14
H -2.41 -0.18 1.99
H 2.43 -1.60 1.58
H 3.77 -1.67 0.26
H 2.15 -2.44 0.13
H -2.41 -2.25 -1.25
```

Record 3
# C6H14N3O2

An isolated ion of composition C6H14N3O2 and charge +1 in a non-equilibrium geometry (ωB97M-V/def2-TZVPD, the OMol25 dataset).

For the energy relative to the best compared isomer or geometry (same formula, charge and spin), the calculation gives 597.2 kJ/mol. As for the multiplicity: 1. The calculation puts the LUMO energy at -4.460 eV. The charge is +1. The HOMO energy is -0.5275 hartree. The structure (SMILES) is CON1[C@@H](C)C(C)(C)N[N+]1=O. For the maximum force, the calculation gives 5.54 eV Å⁻¹.

Structure (XYZ):
```
25
C6H14N3O2 | the OMol25 dataset | ωB97M-V/def2-TZVPD
C 0.54 -0.29 0.46
C -0.71 -0.93 -0.21
C 0.36 0.58 1.71
C -1.24 -2.15 0.54
C -1.80 0.07 -0.59
C 2.62 2.24 -1.30
N -0.06 -1.33 -1.58
N 0.90 0.70 -0.71
N 0.83 -0.50 -1.98
O 1.52 -0.47 -2.94
O 2.23 1.10 -0.63
H 1.31 -1.02 0.40
H 0.08 -0.09 2.48
H -0.41 1.43 1.68
H 1.24 1.06 2.10
H -2.02 -2.53 -0.02
H -1.63 -1.88 1.52
H -0.47 -2.79 0.79
H -2.07 0.62 0.21
H -2.65 -0.45 -1.10
H -1.44 0.79 -1.38
H 3.32 2.20 -2.09
H 2.78 2.97 -0.48
H 1.67 2.67 -1.73
H -0.18 -2.23 -2.16
```

Record 4
# C6H14N3OS

An isolated ion of composition C6H14N3OS and charge +1 (ωB97M-V/def2-TZVPD, the OMol25 dataset).

For the energy relative to the best compared isomer or geometry (same formula, charge and spin), the calculation gives 0.0 kJ/mol. As for the multiplicity: 1. The calculation puts the LUMO energy at -3.266 eV. The charge is +1. The HOMO energy is -0.4783 hartree. The structure (SMILES) is CCC[C@@]1(S)NC(N)=[NH+]CO1. For the maximum force, the calculation gives 0.69 eV Å⁻¹.

Structure (XYZ):
```
25
C6H14N3OS | the OMol25 dataset | ωB97M-V/def2-TZVPD
C -0.94 -1.08 1.93
C -0.41 0.35 1.85
C -0.97 1.22 0.71
C -0.23 1.31 -0.65
S -0.03 3.03 -1.24
N 1.09 0.65 -0.61
C 1.25 -0.61 -0.96
N 2.46 -1.20 -0.84
N 0.24 -1.32 -1.49
C -1.08 -0.66 -1.59
O -0.92 0.72 -1.73
H -0.85 -1.62 0.99
H -1.98 -1.09 2.23
H -0.37 -1.65 2.66
H 0.68 0.34 1.86
H -0.69 0.86 2.77
H -1.99 0.92 0.48
H -1.05 2.24 1.08
H 0.94 3.31 -0.36
H 1.74 0.98 0.10
H 3.29 -0.75 -1.19
H 2.52 -2.15 -0.51
H 0.53 -1.82 -2.32
H -1.67 -0.92 -0.71
H -1.57 -1.03 -2.48
```

Which value of maximum force does entry 3 give? 5.54 eV Å⁻¹

Look up the multiplicity of the fourth one. 1

energy relative to the best compared isomer or geometry (same formula, charge and spin) of number 4 (C6H14N3OS)? 0.0 kJ/mol

What is the energy relative to the best compared isomer or geometry (same formula, charge and spin) in the second record? 233.9 kJ/mol